Record 1
{
  "formula": "C4H14N2",
  "method": "wB97M-V/def2-TZVPD",
  "e_above_lowest_kj_mol": 25.5,
  "homo_lumo_gap_ha": 0.5161,
  "total_charge": 2,
  "e_tot_ha": -269.69799,
  "smiles": "C[C@H]([NH3+])CC[NH3+]",
  "e_homo_ev": -20.891,
  "symbols": ["C", "C", "N", "C", "C", "N", "H", "H", "H", "H", "H", "H", "H", "H", "H", "H", "H", "H", "H", "H"],
  "coordinates": [[0.8809, -1.5294, 0.8227], [-0.2295, -1.0527, -0.1183], [-0.2363, -1.8954, -1.3862], [-0.2638, 0.4098, -0.4951], [-0.3673, 1.2799, 0.7698], [0.1171, 2.6875, 0.5346], [0.4638, -1.6629, 1.8186], [1.7279, -0.8574, 0.8509], [1.2365, -2.5114, 0.5206], [-1.1861, -1.3597, 0.3072], [-0.5263, -2.8332, -1.0998], [-0.9589, -1.5688, -2.0351], [0.6582, -1.9308, -1.8795], [0.6503, 0.7236, -0.9844], [-1.0985, 0.5487, -1.1780], [0.3474, 0.8668, 1.4803], [-1.3554, 1.3085, 1.2109], [0.1852, 3.2408, 1.3976], [-0.4447, 3.1791, -0.1645], [1.0850, 2.6869, 0.1842]],
  "forces_ev_per_a": [[-0.4, -0.1, -0.2], [-0.1, -0.8, 0.2], [-0.4, 0.1, 0.1], [-0.2, 0.6, 0.4], [0.6, -0.5, 0.0], [0.5, 0.0, -0.3], [0.2, 0.1, 0.1], [0.2, 0.1, 0.0], [0.1, -0.1, 0.0], [-0.1, 0.4, 0.2], [0.3, -0.2, -0.3], [0.1, 0.0, -0.1], [0.1, -0.1, 0.0], [0.4, -0.3, -0.4], [-0.1, 0.4, -0.1], [-0.2, 0.1, 0.3], [-0.1, 0.1, 0.0], [-0.5, 0.0, 0.0], [-0.1, 0.2, 0.2], [-0.2, -0.1, -0.1]],
  "nbo_charge": [-0.6572, -0.0319, -0.6685, -0.4416, -0.2180, -0.6669, 0.2672, 0.2359, 0.2521, 0.2323, 0.4601, 0.4487, 0.4536, 0.2250, 0.2399, 0.2374, 0.2579, 0.4698, 0.4565, 0.4478]
}


Record 2
{
  "formula": "C4H14N2",
  "method": "wB97M-V/def2-TZVPD",
  "e_above_lowest_kj_mol": 65.7,
  "multiplicity": 2,
  "homo_lumo_gap_ha": [0.5660, 0.2627],
  "total_charge": 3,
  "e_tot_ha": -268.92759,
  "e_homo_ev": [-26.574, -26.791],
  "symbols": ["C", "C", "C", "C", "N", "N", "H", "H", "H", "H", "H", "H", "H", "H", "H", "H", "H", "H", "H", "H"],
  "coordinates": [[1.1267, 0.5001, -1.2892], [0.9700, -0.1731, 0.0389], [-0.3274, 0.4474, 0.5393], [-1.5706, -0.4356, 0.5582], [-2.2704, -0.4915, -0.7964], [2.1097, 0.1095, 1.0277], [0.3458, 0.1360, -1.9653], [1.1734, 1.6112, -1.3452], [2.0885, 0.3074, -1.8701], [0.8997, -1.2687, -0.0330], [-0.4914, 1.5288, 0.0901], [-0.1792, 1.0552, 1.4781], [-1.3778, -1.4511, 0.9133], [-2.2059, -0.0034, 1.3508], [-2.1563, -1.3979, -1.2709], [-3.2979, -0.5638, -0.6171], [-2.2168, 0.3477, -1.3793], [1.8938, 0.8725, 1.6703], [3.0467, 0.2133, 0.5839], [2.3699, -0.7206, 1.5893]],
  "forces_ev_per_a": [[-1.7, 0.6, -0.5], [2.0, -1.2, 1.4], [-0.5, 1.2, -0.7], [0.1, 0.5, -0.3], [-2.1, -0.7, 1.5], [1.0, -1.1, -0.5], [0.2, 0.1, -0.1], [0.1, 0.1, 0.1], [0.5, -0.3, 0.4], [0.0, 0.4, -0.1], [-0.5, -0.9, 0.0], [0.4, -0.3, 0.1], [0.2, 0.0, -0.4], [-0.3, 0.2, -0.5], [0.7, 0.3, -0.5], [0.2, 0.2, 0.2], [0.4, -0.2, -0.3], [0.5, 0.3, 0.1], [-0.5, 0.8, -0.2], [-0.8, 0.0, 0.4]],
  "nbo_charge": [-0.6057, -0.0602, -0.3750, -0.2595, -0.7040, -0.6955, 0.2829, 0.3473, 0.4598, 0.2959, 0.3876, 0.4026, 0.2920, 0.3241, 0.4868, 0.4988, 0.4712, 0.4674, 0.4916, 0.4919]
}


Record 3
{
  "formula": "C4H14N2O",
  "method": "wB97M-V/def2-TZVPD",
  "e_above_lowest_kj_mol": 12.3,
  "multiplicity": 2,
  "homo_lumo_gap_ha": [0.0980, 0.3469],
  "total_charge": -1,
  "e_tot_ha": -345.49714,
  "e_homo_ev": [0.999, -5.877],
  "symbols": ["C", "C", "C", "C", "N", "N", "H", "H", "H", "H", "H", "H", "H", "H", "H", "H", "H", "H", "H", "H", "O"],
  "coordinates": [[-1.7194, -0.4490, -0.8637], [-0.6803, 0.2375, -1.7388], [0.7742, 0.0861, -1.2896], [1.0159, 0.3355, 0.1996], [0.3610, 1.5708, 0.6667], [-1.7243, -1.9137, -1.1039], [-1.4092, -0.2751, 0.1606], [-2.7068, -0.0274, -1.0612], [-0.7625, -0.1330, -2.7653], [-0.9021, 1.2945, -1.8699], [1.3882, 0.7989, -1.8471], [1.0589, -0.9456, -1.4941], [0.5745, -0.4882, 0.7753], [2.0797, 0.3391, 0.4547], [0.9358, 2.3761, 0.4447], [0.2543, 1.5543, 1.6750], [-1.6193, -2.3988, -0.2194], [-2.6369, -2.1935, -1.4432], [1.9103, -0.0297, 2.9879], [2.1036, -0.1605, 4.5023], [1.7043, 0.4218, 3.8294]],
  "forces_ev_per_a": [[0.7, -0.3, -0.3], [0.0, 0.5, -0.7], [-0.2, 0.0, 0.5], [-0.6, 0.1, 0.4], [-0.1, 0.0, -0.3], [-0.3, 0.0, 0.2], [-0.5, 0.2, 0.2], [0.0, 0.1, 0.2], [0.0, -0.3, 0.0], [-0.2, 0.3, 0.5], [0.1, -0.3, -0.3], [0.4, 0.0, -0.2], [0.2, 0.1, 0.0], [0.1, -0.2, -0.2], [0.0, 0.0, 0.1], [0.2, -0.1, 0.1], [0.1, 0.0, 0.0], [0.1, 0.0, -0.1], [0.1, -0.1, 0.1], [0.0, 0.0, -0.1], [-0.1, 0.1, 0.0]],
  "nbo_charge": [-0.2497, -0.3948, -0.4224, -0.4524, -0.8751, -0.8653, 0.2037, 0.1691, 0.1875, 0.1942, 0.1836, 0.2036, 0.1615, 0.1644, 0.3413, 0.3702, 0.3486, 0.3420, 0.3600, 0.3270, -1.2971]
}


Record 4
{
  "formula": "C4H14N2O",
  "method": "wB97M-V/def2-TZVPD",
  "e_above_lowest_kj_mol": 35.5,
  "multiplicity": 2,
  "homo_lumo_gap_ha": [0.0988, 0.3184],
  "total_charge": -1,
  "e_tot_ha": -345.48828,
  "e_homo_ev": [1.238, -4.904],
  "symbols": ["C", "C", "C", "N", "C", "N", "H", "H", "H", "H", "H", "H", "H", "H", "H", "H", "H", "H", "H", "H", "O"],
  "coordinates": [[-2.3807, -0.2807, -0.4454], [-0.9872, -0.8461, -0.8493], [-0.6551, -0.4557, -2.2776], [0.0667, -0.5042, 0.0633], [0.7753, 0.7365, -0.1736], [1.4597, 1.1725, 1.0031], [-3.1298, -0.4130, -1.2232], [-2.3149, 0.7883, -0.2362], [-2.6858, -0.7792, 0.4809], [-1.1660, -1.9183, -0.8001], [-1.3916, -0.9001, -2.9532], [0.3264, -0.7936, -2.5875], [-0.7169, 0.6110, -2.4671], [-0.1409, -0.4969, 1.0546], [0.1193, 1.5522, -0.5160], [1.4771, 0.6571, -1.0133], [1.3100, 2.1338, 1.2601], [2.4295, 0.8798, 0.9839], [2.9236, -1.0512, 3.4694], [1.9581, 0.1053, 3.3549], [2.7230, -0.1977, 3.8724]],
  "forces_ev_per_a": [[0.7, 0.4, 0.3], [-1.3, 0.3, 0.2], [-0.3, -0.3, -0.4], [0.9, -0.1, 0.3], [-0.1, 1.1, -1.0], [0.1, -1.0, 0.7], [-0.1, -0.3, -0.1], [0.0, 0.1, 0.0], [-0.2, 0.1, -0.1], [0.4, -0.4, -0.2], [0.0, -0.1, 0.0], [0.3, -0.1, 0.0], [0.1, 0.3, 0.2], [-0.5, -0.3, -0.2], [-0.2, 0.0, 0.3], [-0.1, -0.4, 0.1], [0.2, 0.3, -0.2], [0.1, 0.5, 0.1], [0.1, 0.1, 0.0], [0.2, 0.1, -0.1], [-0.3, -0.1, 0.0]],
  "nbo_charge": [-0.6691, -0.0546, -0.6626, -0.6691, -0.5220, -1.0451, 0.1898, 0.2045, 0.1915, 0.1638, 0.1946, 0.2124, 0.2076, 0.3660, 0.1263, 0.1437, 0.3402, 0.3494, 0.4450, 0.4819, -0.9943]
}